No. 1
A molecular structure, C12H30AgF2N7O10S2 at a distorted geometry, computed with wB97M-V/def2-TZVPD.

Results
Maximum force, eV/Å: 10.4
Relative energy (zero: lowest compared OMol25 entry of this formula, charge and spin), eV: 1.3459
Energy, Ha: -2753.31862
⟨S²⟩: 2.0175
Kohn-Sham gap (alpha / beta), eV: 7.34 / 3.60

Structure (ORCA input):
```
! wB97M-V def2-TZVPD RIJCOSX def2/J DEFGRID3
* xyz 2 3
Ag -0.19688 -0.38554 -0.04117
N 0.10620 -2.31287 0.77900
S 1.05818 -3.58356 0.50664
O 0.40173 -4.65562 -0.26875
O 2.16714 -3.96250 1.39901
F 1.87324 -2.93370 -0.72795
S -0.56666 -3.16450 2.09407
O 0.23734 -3.38251 3.30730
O -1.67426 -4.04387 1.89516
F -1.36766 -1.88169 2.58666
O -2.03788 0.65568 1.06212
C -3.05118 1.06260 1.60346
N -3.94278 0.26108 2.13778
C -3.32678 2.50541 1.57310
H -4.01585 -0.74361 2.06469
H -4.77203 0.79180 2.36313
H -4.20214 2.74578 2.17648
H -3.59688 2.63135 0.52463
H -2.50882 3.19403 1.78484
O -0.26832 1.78743 -0.66995
C -0.05929 2.95633 -0.47556
N -1.06183 3.81954 -0.66143
C 1.22825 3.45212 0.06799
H -0.85927 4.79751 -0.51093
H -1.80515 3.42146 -1.21739
H 1.20348 4.53640 0.17673
H 2.07861 3.28608 -0.59338
H 1.53341 2.92801 0.97369
O 2.24559 -0.03719 -0.19479
C 3.43397 0.24049 -0.18399
N 3.95413 1.31226 0.13669
C 4.47601 -0.78036 -0.54143
H 3.34728 2.05505 0.45308
H 4.93279 1.45944 -0.06493
H 5.43153 -0.46593 -0.12163
H 4.52133 -0.95052 -1.61711
H 4.16675 -1.70868 -0.06113
O -2.19873 -1.06330 -1.28462
C -2.76654 -2.03642 -1.70412
N -3.05225 -3.05262 -0.88191
C -3.20542 -2.07762 -3.15563
H -2.80508 -2.98487 0.09504
H -3.58312 -3.82640 -1.25546
H -2.34873 -2.02026 -3.82711
H -3.96994 -1.35817 -3.44892
H -3.65338 -3.04396 -3.38716
O 0.45504 -0.61450 -2.26918
C 0.83708 -0.56570 -3.44119
N 0.23649 -1.35008 -4.36933
C 1.99330 0.31684 -3.84616
H -0.45009 -2.00033 -4.01454
H 0.61229 -1.37359 -5.30652
H 1.56403 1.19558 -4.32747
H 2.52578 -0.20796 -4.63935
H 2.58911 0.64935 -2.99614
O 0.45764 0.39049 2.07375
C 0.62606 0.88399 3.15564
N -0.38698 1.11188 3.91248
C 1.96098 1.35150 3.60185
H -0.29650 1.42230 4.86933
H -1.26117 0.87368 3.46622
H 2.32526 0.81458 4.47770
H 2.00503 2.37355 3.97810
H 2.70676 1.28477 2.80973
*
```


No. 2
A molecular structure, C12H30AlAsF6N3O7P at a distorted geometry, computed with wB97M-V/def2-TZVPD.

Results
Maximum force, eV/Å: 4.6
Relative energy (zero: lowest compared OMol25 entry of this formula, charge and spin), eV: 3.0338
Energy, Ha: -4584.26250
Kohn-Sham gap, eV: 2.33

Structure (ORCA input):
```
! wB97M-V def2-TZVPD RIJCOSX def2/J DEFGRID3
* xyz 2 1
Al 1.03752 2.05087 0.13242
As 1.25888 1.39698 -4.55004
F 1.37077 1.25707 -6.34405
F -0.29960 2.33646 -4.80299
F 0.97513 1.57213 -2.75458
F 2.84711 0.51100 -4.26676
F 2.20687 2.96567 -4.56834
F 0.27338 -0.10841 -4.51414
C -0.91291 5.20702 1.77610
O -0.04989 4.60491 1.15107
N -0.56239 6.26796 2.53977
C -1.65185 6.87190 3.25696
C 0.78890 6.94041 2.42330
H -1.95552 4.89445 1.94186
H -2.66273 6.58678 2.96553
H -1.50030 7.95129 3.24926
H -1.67005 6.63265 4.32022
H 0.66187 7.93038 1.98519
H 1.21863 7.10080 3.41208
H 1.53408 6.28680 1.96986
C 2.03583 -1.29979 -1.59030
O 1.98435 -0.68085 -0.54452
N 2.99784 -2.22135 -1.86212
C 3.03209 -2.96630 -3.16957
C 3.96100 -2.74205 -0.95932
H 1.30518 -1.10695 -2.39103
H 1.98309 -3.04117 -3.45608
H 3.40684 -3.98986 -3.17070
H 3.45848 -2.40207 -3.99898
H 3.97997 -2.29676 0.03540
H 3.94461 -3.82997 -0.89415
H 4.94529 -2.54728 -1.38515
C -1.99732 -0.38743 -0.74202
O -0.97224 0.27178 -0.94422
N -2.56721 -1.19413 -1.60214
C -3.51154 -2.20894 -1.14710
C -2.23109 -1.28592 -3.09470
H -2.52805 -0.36205 0.22227
H -4.48560 -2.34057 -1.61826
H -3.66862 -1.99776 -0.08935
H -3.08094 -3.20991 -1.17405
H -1.81006 -2.24026 -3.41101
H -3.10539 -1.11988 -3.72410
H -1.47541 -0.58760 -3.45442
C 0.06001 -1.75577 4.88622
O -0.86681 -1.45810 3.87244
P -0.36587 -1.52240 2.29888
O 0.12389 -0.16813 1.82576
O 0.72471 -2.70287 2.16314
C 0.78388 -3.51576 1.07782
O -1.70787 -2.12039 1.63889
C -2.48378 -3.14168 2.16275
H 1.10222 -1.50396 4.68997
H -0.09352 -2.73944 5.32998
H -0.11589 -0.88633 5.51965
H 0.52719 -4.52460 1.40102
H 1.76002 -3.61578 0.60323
H 0.01872 -3.38169 0.31319
H -1.80387 -3.79986 2.70371
H -2.96292 -3.80494 1.44261
H -3.20910 -2.82837 2.91364
*
```


No. 3
A molecular structure, C12H30AsF6N6O6Tl at a distorted geometry, computed with wB97M-V/def2-TZVPD.

Results
Maximum force, eV/Å: 2.6
Relative energy (zero: lowest compared OMol25 entry of this formula, charge and spin), eV: 0.0000
Energy, Ha: -4262.19448
Kohn-Sham gap, eV: 3.54

Structure (ORCA input):
```
! wB97M-V def2-TZVPD RIJCOSX def2/J DEFGRID3
* xyz 2 1
Tl 0.72197 -0.48862 -0.25909
As -0.73990 0.34060 3.96984
F 0.80658 0.71265 4.69839
F -1.55166 0.26149 5.50613
F -2.23559 -0.10691 3.19351
F 0.01209 0.39693 2.33479
F -0.37804 -1.35980 4.14789
F -1.01945 2.06445 3.76870
O 1.73592 1.41240 -1.99290
C 2.04486 2.33984 -2.75599
N 2.17200 2.10247 -4.06524
C 2.44923 3.71393 -2.27842
H 1.72858 1.26784 -4.41161
H 2.59445 2.80149 -4.65200
H 1.76045 4.01583 -1.48546
H 2.32519 4.49224 -3.03063
H 3.44518 3.77138 -1.84694
O 2.31014 1.49828 1.05857
C 3.03201 2.08291 1.88621
N 2.93403 1.78967 3.17946
C 4.10737 3.04565 1.46777
H 3.61294 2.15494 3.82651
H 2.26856 1.06841 3.43948
H 5.12712 2.66802 1.52374
H 4.14416 3.88212 2.17280
H 3.83628 3.47215 0.50870
O -0.70310 1.96988 0.53345
C -1.64134 2.76899 0.56272
N -2.41870 2.93347 1.63108
C -1.96669 3.61339 -0.66268
H -3.29954 3.39634 1.49330
H -2.06934 2.60756 2.53300
H -3.05661 3.60218 -0.71690
H -1.47343 3.20725 -1.54053
H -1.64451 4.64328 -0.51514
O -2.21900 -0.49818 0.12520
C -3.42784 -0.19490 0.06808
N -3.91701 0.36345 -1.03647
C -4.31433 -0.36092 1.28117
H -3.27630 0.63064 -1.76789
H -4.87647 0.66585 -1.10038
H -4.18949 0.48247 1.95615
H -4.01563 -1.25873 1.81564
H -5.35880 -0.45201 0.97984
O 1.89605 -3.08781 -0.34288
C 2.52709 -4.09778 -0.67149
N 3.71896 -3.99970 -1.27200
C 1.99354 -5.49283 -0.48292
H 4.00021 -3.10590 -1.64111
H 4.31073 -4.79174 -1.45354
H 2.70526 -6.29354 -0.67591
H 1.15065 -5.59207 -1.16505
H 1.67851 -5.64653 0.54887
O -0.64487 -2.68405 -1.66551
C -1.60991 -3.44040 -1.88914
N -2.84555 -2.98034 -1.72570
C -1.48464 -4.87278 -2.32942
H -3.62678 -3.57628 -1.94574
H -2.95984 -2.01996 -1.46846
H -2.04086 -5.05446 -3.24738
H -1.68839 -5.62012 -1.56062
H -0.45650 -5.16405 -2.55582
*
```